[1]
Formula: C5H12NO
Source: the Open Molecules 2025 dataset
Level of theory: ωB97M-V/def2-TZVPD

Calculated values
HOMO, eV: -14.498
Energy relative to the best compared isomer or geometry (same formula, charge and spin), eV: 1.680
LUMO level, eV: -4.491

The geometry in ORCA input format:
```
! wB97M-V def2-TZVPD RIJCOSX def2/J DEFGRID3
* xyz 1 1
O -2.613 -1.040 -0.057
N -0.118 -1.058 0.359
C 3.221 0.313 -0.051
C -2.725 1.372 -0.017
C -3.265 -0.017 0.008
C 2.167 -0.744 -0.115
C 0.813 -0.285 -0.123
H -4.412 -0.261 0.048
H 3.970 0.136 -0.845
H 2.369 -1.321 -1.029
H -3.460 1.968 -0.524
H 2.710 1.198 -0.216
H 3.707 0.412 0.874
H 0.136 -1.918 0.796
H -1.753 1.369 -0.262
H 2.407 -1.523 0.692
H -1.113 -0.858 -0.025
H -2.535 1.686 1.016
H 0.495 0.573 -0.530
*
```

---

[2]
Formula: C3H8FeO3
Source: the Open Molecules 2025 dataset
Level of theory: ωB97M-V/def2-TZVPD

Calculated values
HOMO (spin up / spin down), eV: -17.980 / -17.270
LUMO level (spin up / spin down), eV: -11.286 / -13.100
Expectation value of S²: 12.024

The geometry in ORCA input format:
```
! wB97M-V def2-TZVPD RIJCOSX def2/J DEFGRID3
* xyz 2 7
Fe -2.696 -0.845 -0.804
O -1.607 0.647 -0.387
O 1.210 0.687 -0.117
O -1.771 -1.961 0.383
C -0.368 -1.315 0.640
C 2.316 0.386 -0.938
C -1.692 0.948 0.916
H 2.701 1.332 -1.341
H 0.032 -1.380 1.663
H 3.118 -0.104 -0.363
H 0.200 0.908 -0.612
H 2.035 -0.289 -1.760
H -2.236 1.900 1.021
H 0.145 -1.699 -0.258
H -1.389 0.783 1.957
*
```

---

[3]
Formula: C6H10O2
Source: the Open Molecules 2025 dataset
Level of theory: ωB97M-V/def2-TZVPD

Calculated values
HOMO, eV: -9.161
Energy relative to the best compared isomer or geometry (same formula, charge and spin), eV: 6.868
SMILES string: C1=C\OCOCCC/1
LUMO level, eV: 0.830

The geometry in ORCA input format:
```
! wB97M-V def2-TZVPD RIJCOSX def2/J DEFGRID3
* xyz 0 1
O 1.421 1.061 -1.198
O 1.482 -1.085 -0.518
C 0.207 0.885 -0.442
C 0.564 -1.401 0.612
C -1.235 1.315 -0.455
C 2.331 0.018 -0.734
C -1.854 0.141 0.517
C -0.832 -1.115 0.768
H 0.852 -2.431 1.014
H -2.039 0.512 1.536
H 3.032 -0.396 -1.608
H -1.303 -1.958 1.419
H 0.359 0.942 0.688
H -2.786 -0.190 0.159
H 0.126 0.030 -0.851
H 2.842 0.181 0.278
H -1.871 1.357 -1.329
H -1.294 2.134 0.144
*
```

---

Number 1: DFT total energy -327.39786 a.u.. Number 2: DFT total energy -1607.45605 a.u.. Number 3: DFT total energy -384.84999 a.u..